Record 1
{"formula": "C2H4BFO", "method": "ωB97M-V/def2-TZVPD", "spin_multiplicity": 3, "gap_ev": [6.5, 8.9], "s_squared": 2.01, "lumo_energy_ev": [0.13, -2.71], "e_homo_ev": [-6.41, -11.61], "symbols": ["B", "C", "C", "O", "F", "H", "H", "H", "H"], "positions_angstrom": [[-1.1735, 0.4720, -0.4724], [1.0244, -0.8916, -0.0211], [0.2072, 0.3508, 0.1241], [2.2251, -0.9578, 0.0535], [1.0666, 1.3904, 0.1212], [-1.9267, -0.3999, -0.3312], [-1.4796, 1.5970, -0.6291], [0.4050, -1.7366, 0.0295], [-0.3484, 0.1756, 1.1255]], "forces_ev_per_a": [[-0.08, 1.08, 0.65], [-5.39, 0.94, -1.26], [0.65, -1.52, 0.11], [5.95, -0.35, 0.78], [-0.08, 1.10, 0.25], [-0.34, -0.68, -0.39], [-0.40, 0.21, -0.29], [-0.58, -1.77, 0.13], [0.27, 0.98, 0.02]], "mulliken_charge": [0.0768, -0.3516, 0.3941, -0.2669, -0.2617, -0.0377, -0.0394, 0.4033, 0.0831]}

---

Record 2
{"formula": "C2H4BNO2", "method": "ωB97M-V/def2-TZVPD", "smiles": "N#CCB(O)O", "gap_ev": 10.9, "lumo_energy_ev": -0.04, "e_homo_ev": -10.90, "symbols": ["N", "C", "C", "B", "O", "O", "H", "H", "H", "H"], "positions_angstrom": [[2.5135, -0.8814, -1.1518], [1.7408, -0.6697, -0.3492], [0.8161, -0.3242, 0.6575], [-0.5668, 0.3167, -0.0387], [-0.9796, -0.2477, -1.1833], [-1.2770, 1.2153, 0.5975], [1.4133, 0.4817, 1.3480], [0.3379, -1.1136, 1.3920], [-1.8771, -0.1115, -1.4725], [-2.1211, 1.3344, 0.2005]], "forces_ev_per_a": [[1.29, -0.35, -1.45], [-0.37, -0.83, 0.76], [-1.82, 2.54, 2.98], [2.35, -1.77, 0.27], [0.40, -0.98, -0.86], [-0.18, 1.45, 1.95], [-1.78, -1.85, -1.46], [1.55, 1.03, -1.66], [-0.30, 0.23, -0.18], [-1.13, 0.52, -0.35]], "mulliken_charge": [-0.4007, 0.2326, -0.4115, 0.5110, -0.5047, -0.4523, 0.2232, 0.2504, 0.2747, 0.2773]}

---

Record 3
{"formula": "C2H4Br2", "method": "ωB97M-V/def2-TZVPD", "smiles": "BrCCBr", "gap_ev": 11.0, "lumo_energy_ev": 0.72, "e_homo_ev": -10.32, "symbols": ["Br", "C", "C", "Br", "H", "H", "H", "H"], "positions_angstrom": [[-10.9393, -12.7024, -20.9364], [-12.5246, -11.5130, -20.8937], [-12.3712, -10.3920, -19.8795], [-11.2904, -8.9275, -20.6299], [-13.4645, -12.0197, -20.6749], [-12.6886, -10.9365, -21.8042], [-11.8140, -10.8130, -19.0426], [-13.3999, -10.1117, -19.6527]], "forces_ev_per_a": [[-1.08, 0.62, -0.21], [0.00, 1.06, -0.16], [0.63, -1.08, -0.10], [-0.51, -0.35, 0.43], [0.47, -0.68, 0.04], [0.39, -0.92, -0.65], [-0.31, 0.63, 0.33], [0.40, 0.71, 0.31]], "mulliken_charge": [-0.1409, -0.6113, -0.5983, -0.1288, 0.3645, 0.3920, 0.3729, 0.3499]}

---

Record 4
{"formula": "C2H4Br2N", "method": "ωB97M-V/def2-TZVPD", "smiles": "[NH2+]=CC(Br)Br", "gap_ev": 8.7, "lumo_energy_ev": -6.08, "charge": 1, "e_homo_ev": -14.82, "symbols": ["N", "C", "C", "Br", "Br", "H", "H", "H", "H"], "positions_angstrom": [[-0.2463, 0.8676, -1.1367], [0.4296, 0.3976, -0.1472], [-0.0443, -0.9032, 0.5094], [-1.1115, -0.1701, 2.2036], [1.5591, -1.9363, 1.0656], [-1.0757, 0.3518, -1.2561], [0.0428, 1.8646, -1.5038], [1.2394, 0.9499, 0.3763], [-0.7930, -1.4218, -0.1112]], "forces_ev_per_a": [[3.06, 2.80, 0.96], [-0.48, -0.75, 1.77], [0.46, 1.29, 1.25], [1.24, -0.73, -1.96], [-1.53, 0.72, -0.62], [-1.56, -0.07, -1.49], [-1.41, -2.67, 0.47], [-0.34, -0.39, -0.88], [0.56, -0.20, 0.51]], "mulliken_charge": [-0.2195, 0.0827, -0.4895, 0.0700, 0.0592, 0.2725, 0.3524, 0.3973, 0.4748]}

---

Record 5
{"formula": "C2H4Br2N", "method": "ωB97M-V/def2-TZVPD", "gap_ev": 7.9, "lumo_energy_ev": -5.54, "charge": 1, "e_homo_ev": -13.41, "symbols": ["C", "C", "N", "Br", "Br", "H", "H", "H", "H"], "positions_angstrom": [[0.7339, -0.2390, 0.1504], [-1.8553, 0.0563, 0.3840], [1.7505, 0.1699, -0.5208], [-2.8542, -1.5312, 0.3349], [-2.8851, 1.7067, 0.2487], [0.7362, 0.1399, 1.1745], [0.1019, -1.1045, -0.0763], [2.2743, 0.9358, -0.2065], [1.9979, -0.1339, -1.4890]], "forces_ev_per_a": [[0.76, -0.92, 1.52], [-1.22, 1.18, -0.40], [-1.11, -1.18, -2.46], [0.31, 0.98, 0.07], [0.77, -1.81, 0.18], [-0.59, -0.04, -0.34], [0.69, 0.47, -0.39], [0.94, 1.21, 0.73], [-0.55, 0.11, 1.09]], "mulliken_charge": [-0.1263, -0.0701, -0.2042, 0.1138, 0.0384, 0.3428, 0.3333, 0.2744, 0.2979]}

---

Record 6
{"formula": "C2H4Br2Si", "method": "ωB97M-V/def2-TZVPD", "smiles": "BrC/C=[SiH]/Br", "gap_ev": 8.1, "lumo_energy_ev": -0.57, "e_homo_ev": -8.68, "symbols": ["Br", "C", "C", "Si", "Br", "H", "H", "H", "H"], "positions_angstrom": [[0.5951, 1.5600, -2.2036], [1.0686, 0.2488, -0.7739], [0.1596, 0.2754, 0.3341], [-1.1348, -0.8389, 0.7644], [-2.5865, -0.0127, 2.3016], [2.1671, 0.5343, -0.6139], [1.1130, -0.7049, -1.3985], [0.3790, 1.0316, 1.0052], [-1.7611, -2.0936, 0.5846]], "forces_ev_per_a": [[-0.17, 0.22, -0.03], [2.62, -1.46, -2.55], [-1.53, -2.77, -0.21], [0.60, 3.06, 1.21], [0.69, -0.24, -0.41], [-1.75, -0.39, 0.33], [-0.24, 1.13, 1.10], [-0.30, 1.56, 1.46], [0.07, -1.12, -0.92]], "mulliken_charge": [-0.1630, -0.5698, -0.2806, 0.4198, -0.2174, 0.2895, 0.2606, 0.3300, -0.0691]}

---

Record 7
{"formula": "C2H4BrCl", "method": "ωB97M-V/def2-TZVPD", "gap_ev": [8.6, 8.3], "lumo_energy_ev": [-0.06, -0.15], "e_homo_ev": [-8.68, -8.43], "symbols": ["C", "C", "Cl", "Br", "H", "H", "H", "H"], "positions_angstrom": [[0.8951, 0.5279, 0.7061], [-0.9677, -0.5630, -0.7257], [2.2366, 0.3065, -0.3473], [-2.5244, 0.0455, -0.0025], [0.9106, -0.0212, 1.5633], [0.8570, 1.6345, 0.8578], [-0.7950, -1.6796, -0.4341], [-0.6123, -0.2507, -1.6177]], "forces_ev_per_a": [[-0.36, 2.55, -2.81], [1.14, -3.28, 4.38], [0.46, -0.53, -0.23], [-1.00, 0.55, 0.05], [-0.08, -1.79, 2.06], [-0.89, -1.08, -0.10], [-0.07, 2.34, -0.69], [0.82, 1.25, -2.66]], "mulliken_charge": [-0.4976, -0.6537, -0.1410, -0.0533, 0.3391, 0.2646, 0.3046, 0.4373]}

---

Record 8
{"formula": "C2H4BrClIN", "method": "ωB97M-V/def2-TZVPD", "smiles": "CN(I)[C@H](Cl)Br", "gap_ev": 8.7, "lumo_energy_ev": -0.74, "e_homo_ev": -9.42, "symbols": ["C", "N", "I", "C", "Cl", "Br", "H", "H", "H", "H"], "positions_angstrom": [[-0.4399, 1.1331, -0.2217], [0.4927, 0.2567, 0.4600], [0.3417, 0.3197, 2.5163], [0.5420, -1.0031, -0.0808], [1.2958, -0.9590, -1.6861], [-1.3042, -1.9130, -0.2663], [-0.3320, 2.1445, 0.1551], [-0.2063, 1.1192, -1.2877], [-1.4755, 0.7951, -0.0970], [1.0857, -1.8932, 0.5082]], "forces_ev_per_a": [[-0.37, 0.46, -0.14], [0.18, 0.20, 0.75], [-0.05, -0.13, -0.46], [0.87, -3.47, 0.86], [-0.03, -0.09, -0.14], [0.31, 0.12, -0.02], [0.05, 0.06, 0.02], [0.01, 0.07, 0.10], [0.11, 0.10, 0.05], [-1.08, 2.69, -1.03]], "mulliken_charge": [-0.8892, -0.4114, 0.1888, 0.0389, -0.1350, -0.1812, 0.3147, 0.3448, 0.4064, 0.3232]}

---

Record 9
{"formula": "C2H4BrI", "method": "ωB97M-V/def2-TZVPD", "smiles": "BrCCI", "gap_ev": 10.1, "lumo_energy_ev": 0.25, "e_homo_ev": -9.80, "symbols": ["Br", "C", "C", "I", "H", "H", "H", "H"], "positions_angstrom": [[1.1602, 1.5102, -1.3597], [0.7511, 0.0563, -0.1119], [-0.7390, -0.0258, 0.0827], [-1.2144, -1.6138, 1.4679], [1.1598, -0.8529, -0.5516], [1.2754, 0.2875, 0.8147], [-1.2534, -0.2544, -0.8480], [-1.1397, 0.8928, 0.5058]], "forces_ev_per_a": [[-0.04, -0.11, 0.09], [0.14, -0.09, 0.06], [-0.09, 0.00, 0.01], [0.09, 0.24, -0.22], [-0.04, 0.14, 0.05], [-0.06, -0.02, -0.14], [0.00, -0.04, 0.11], [0.00, -0.12, 0.02]], "mulliken_charge": [-0.1635, -0.5490, -0.8708, 0.0213, 0.3799, 0.3802, 0.4006, 0.4012]}

---

Record 10
{"formula": "C2H4BrN", "method": "ωB97M-V/def2-TZVPD", "gap_ev": 10.0, "lumo_energy_ev": 0.36, "e_homo_ev": -9.60, "symbols": ["C", "C", "N", "Br", "H", "H", "H", "H"], "positions_angstrom": [[1.1620, 0.2576, 0.0469], [-0.1965, -0.2999, 0.0904], [2.2091, -0.3967, 0.1003], [3.8977, 0.3340, 0.0344], [1.1267, 1.7835, -0.0625], [-0.1710, -1.3447, 0.3941], [-0.6404, -0.2235, -0.9018], [-0.8148, 0.2740, 0.7772]], "forces_ev_per_a": [[0.09, 5.38, -0.31], [-0.34, -0.38, 0.03], [0.16, -1.19, 0.11], [-0.12, 0.44, -0.04], [0.31, -4.25, 0.25], [-0.02, -0.04, -0.03], [-0.06, 0.02, -0.04], [0.00, 0.01, 0.02]], "mulliken_charge": [0.2571, -0.8730, -0.3794, -0.0423, 0.1923, 0.2838, 0.2677, 0.2938]}

---

It is found that the energy relative to the best compared isomer or geometry (same formula, charge and spin) values, taken in the order of the records, are 32.20; 9.98; 9.99; 1.74; 57.14; 11.55; 95.65; 0.00; 0.00; 52.06 kcal/mol.